A molecular structure, C43H65BFMoN6OSi at a distorted geometry. Source: OMol25; level of theory: ωB97M-V/def2-TZVPD.

Atoms and positions in Å:
Mo: 0.0262 0.7131 0.2370
C: 3.1591 4.2614 1.2992
C: 2.0074 3.3135 0.9698
C: 2.0511 2.0678 1.8607
C: 2.0282 2.9090 -0.4743
C: 2.6481 3.4883 -1.5731
C: 2.3454 2.6753 -2.6656
C: 2.7340 2.9544 -4.0871
C: 1.4769 3.2326 -4.9205
C: 3.6206 1.8794 -4.7242
N: 1.5723 1.6738 -2.2233
N: 1.3716 1.8170 -0.8936
B: 1.2106 0.2644 -2.7269
N: 1.8512 -0.7181 -1.6985
N: 1.3044 -0.8957 -0.4515
C: 1.9096 -1.9802 0.0920
C: 2.8658 -2.4529 -0.7949
C: 2.7946 -1.6399 -1.9188
C: 3.7055 -1.6690 -3.1077
C: 5.0512 -1.0561 -2.6914
C: 3.8783 -3.0928 -3.6410
C: 1.5441 -2.5971 1.4152
C: 0.0535 -2.9512 1.4558
C: 2.3631 -3.8626 1.6660
N: -0.3051 0.0356 -2.6698
N: -0.9939 0.2267 -1.5027
C: -2.2947 -0.0564 -1.7402
C: -2.4113 -0.4758 -3.0595
C: -1.1426 -0.4157 -3.6144
C: -0.7972 -0.8995 -4.9943
C: 0.0948 -2.1464 -4.9264
C: -0.2144 0.1593 -5.9342
C: -3.3857 0.1144 -0.7338
C: -4.5496 -0.8336 -1.0107
C: -3.8687 1.5730 -0.7415
H: 3.1030 4.5839 2.3383
H: 3.0998 5.1492 0.6712
H: 4.1259 3.7817 1.1367
H: 1.0687 3.8418 1.1559
H: 2.9208 1.4531 1.6261
H: 1.1406 1.4480 1.7276
H: 2.0735 2.3421 2.9131
H: 3.2542 4.3769 -1.5996
H: 3.3252 3.8709 -4.0430
H: 0.7910 2.3864 -4.8770
H: 1.7471 3.4131 -5.9612
H: 0.9560 4.1126 -4.5422
H: 3.0542 0.9801 -4.9641
H: 4.4453 1.6127 -4.0613
H: 4.0443 2.2675 -5.6503
H: 1.6219 0.0779 -3.8160
H: 3.5289 -3.2869 -0.6514
H: 3.2903 -1.0499 -3.9034
H: 5.5255 -1.6582 -1.9155
H: 4.9061 -0.0471 -2.3002
H: 5.7251 -1.0044 -3.5471
H: 4.3870 -3.7286 -2.9157
H: 4.4738 -3.0744 -4.5532
H: 2.9096 -3.5396 -3.8681
H: 1.7487 -1.8806 2.2170
H: -0.1747 -3.7092 0.7026
H: -0.5590 -2.0777 1.2679
H: -0.2067 -3.3464 2.4383
H: 2.2095 -4.5755 0.8545
H: 2.0401 -4.3336 2.5935
H: 3.4285 -3.6461 1.7490
H: -3.3042 -0.7918 -3.5707
H: -1.7548 -1.2069 -5.4186
H: 1.0706 -1.9072 -4.5025
H: 0.2413 -2.5480 -5.9295
H: -0.3683 -2.9209 -4.3132
H: 0.8337 0.3658 -5.7172
H: -0.7759 1.0924 -5.8741
H: -0.2777 -0.2042 -6.9600
H: -2.9783 -0.1059 0.2481
H: -5.0399 -0.5753 -1.9513
H: -5.2834 -0.7532 -0.2099
H: -4.2105 -1.8693 -1.0611
H: -4.3385 1.8127 -1.6971
H: -3.0362 2.2581 -0.5817
H: -4.6002 1.7264 0.0526
F: -0.7729 2.4552 0.2823
C: -3.2961 2.5976 2.9897
C: -2.2148 1.8663 3.7965
C: -2.6023 1.8073 5.2804
C: -0.9078 2.6640 3.6842
Si: -1.9120 0.1041 3.1126
O: -1.0804 0.1973 1.6877
C: -3.4721 -0.9398 2.9140
C: -4.6593 -0.6332 3.5828
C: -5.7604 -1.4758 3.5247
C: -5.6986 -2.6533 2.7946
C: -4.5256 -2.9838 2.1313
C: -3.4302 -2.1376 2.1953
C: -0.7844 -0.8253 4.3070
C: -1.3288 -1.6147 5.3216
C: -0.5152 -2.2553 6.2441
C: 0.8637 -2.1161 6.1688
C: 1.4262 -1.3487 5.1589
C: 0.6045 -0.7110 4.2409
H: -3.4650 3.5953 3.4056
H: -4.2500 2.0672 3.0059
H: -2.9856 2.7132 1.9492
H: -2.6727 2.8237 5.6779
H: -1.8536 1.2690 5.8655
H: -3.5659 1.3229 5.4429
H: -1.0466 3.6604 4.1135
H: -0.6280 2.7891 2.6378
H: -0.0951 2.1744 4.2296
H: -4.7358 0.2742 4.1675
H: -6.6657 -1.2131 4.0570
H: -6.5577 -3.3094 2.7431
H: -4.4624 -3.9022 1.5608
H: -2.5208 -2.4201 1.6779
H: -2.4061 -1.7299 5.3818
H: -0.9576 -2.8684 7.0189
H: 1.4964 -2.6064 6.8973
H: 2.5030 -1.2550 5.0855
H: 1.0496 -0.1103 3.4530

* charge: +1
* HOMO-LUMO gap (spin up / spin down): 7.235 / 7.856 eV
* spin multiplicity: 3
* energy above the lowest of the compared OMol25 structures with the same formula, charge and spin: 0.00 kcal per mole
* E_HOMO (spin up / spin down): -11.3075 / -11.3086 eV

These are the Mulliken partial charges, in e, on atoms 1 to 4: -0.6616 -1.9138 1.1401 -0.4453



A molecular structure, C49H58HfN8O2P at a distorted geometry. Source: OMol25; level of theory: ωB97M-V/def2-TZVPD.

Atoms and positions in Å:
Hf: 11.0868 10.2249 13.8160
O: 11.2530 12.2066 6.2187
N: 11.4773 11.2012 6.8414
O: 11.6612 10.0766 6.4201
C: 11.5575 11.3544 8.3195
C: 11.8862 12.6000 8.7385
C: 11.8347 12.8974 10.1325
C: 12.0719 14.2049 10.5664
C: 11.9239 14.3737 11.9177
C: 11.8785 13.3124 12.8164
N: 11.6622 12.0620 12.4316
C: 11.6278 11.8961 11.0740
C: 11.3188 10.5539 10.5825
N: 11.0129 9.5810 11.5500
C: 10.6972 8.3496 11.0647
C: 10.6305 8.0181 9.7101
C: 10.8191 8.9967 8.7960
C: 11.1923 10.2659 9.2207
H: 12.0332 13.3944 7.9936
H: 12.0749 15.0669 9.9427
H: 11.9828 15.3776 12.2505
H: 12.0497 13.4981 13.8581
H: 10.4416 7.6973 11.8550
H: 10.1982 7.0599 9.4421
H: 10.7484 8.7206 7.7534
N: 10.2181 12.0431 15.2211
C: 9.1462 12.7636 14.5230
C: 8.9265 14.1088 14.4915
C: 7.9133 14.6335 13.6200
C: 7.0576 13.8215 12.9764
C: 7.3478 12.4144 12.9498
C: 6.5555 11.4981 12.2188
C: 6.9501 10.1746 12.1347
C: 8.1118 9.8121 12.7917
N: 8.8817 10.6370 13.4729
C: 8.4588 11.9069 13.6605
H: 10.9791 12.6199 15.5184
H: 9.8629 11.6308 16.0943
H: 9.3745 14.8231 15.1490
H: 7.8202 15.7027 13.6023
H: 6.1550 14.1599 12.3717
H: 5.7215 11.8274 11.6571
H: 6.4174 9.3465 11.6699
H: 8.3740 8.7830 12.7719
C: 14.7253 13.4359 14.7845
C: 14.4015 12.2312 15.7237
C: 13.6910 12.6422 17.0135
P: 13.6324 10.7451 14.8531
C: 14.7760 10.3048 13.5027
C: 14.1911 9.0128 12.8874
C: 16.2332 10.1614 13.9630
C: 13.7509 9.3268 16.0296
C: 14.7583 9.1136 16.9669
C: 14.6727 8.1494 17.9624
C: 15.7316 7.9618 19.0344
C: 13.4657 7.4133 18.0476
C: 12.4697 7.5789 17.0772
C: 12.6122 8.5291 16.0561
N: 11.5637 8.7648 15.1369
C: 10.4109 7.8704 15.0191
C: 9.1961 8.1223 15.7411
C: 9.0790 9.3055 16.6890
C: 8.1188 7.2990 15.5744
C: 8.2599 6.0593 14.9015
C: 7.1023 5.0545 14.8214
C: 9.4851 5.7471 14.4042
C: 10.5395 6.6277 14.3645
C: 11.8359 6.2536 13.7434
H: 14.7517 13.0313 13.7718
H: 15.6359 13.9063 15.0668
H: 13.9669 14.2233 14.8180
H: 15.3370 11.8040 16.0916
H: 12.6259 12.8236 16.8983
H: 14.1604 13.5748 17.4045
H: 13.6325 11.8311 17.7974
H: 14.6502 11.0948 12.7541
H: 14.0854 8.2693 13.6634
H: 14.7954 8.6294 12.1113
H: 13.2205 9.2926 12.3793
H: 16.3808 9.2811 14.5679
H: 16.4610 10.9984 14.6203
H: 16.9064 10.1309 13.0857
H: 15.6694 9.6263 16.9654
H: 16.4017 8.7986 19.1191
H: 16.2683 7.0196 18.8430
H: 15.1864 7.8428 19.9922
H: 13.3776 6.6412 18.8099
H: 11.6130 6.9136 17.1748
H: 8.5722 8.9252 17.5566
H: 8.4033 10.0316 16.2960
H: 10.0432 9.7282 16.9850
H: 7.1902 7.5279 16.1068
H: 6.5878 4.9162 15.7659
H: 7.4824 4.0945 14.4997
H: 6.3759 5.3715 14.0545
H: 9.6864 4.7687 13.9559
H: 11.7931 5.2868 13.1723
H: 12.6601 6.2390 14.4876
H: 12.2010 7.0211 13.0351
C: 14.5618 11.0218 7.5027
C: 16.1398 10.9964 7.5607
N: 16.5631 9.8964 8.3824
C: 16.2147 10.1439 9.7999
C: 14.7033 10.4354 9.8580
N: 14.0631 10.1497 8.6004
C: 14.3383 8.7621 8.2088
C: 15.8953 8.6270 8.0242
H: 14.1822 10.6523 6.5393
H: 14.2124 12.0644 7.6474
H: 16.4882 11.9028 8.0469
H: 16.6315 10.9147 6.5972
H: 16.7714 11.0417 10.1320
H: 16.5268 9.2798 10.4461
H: 14.5099 11.4786 10.1198
H: 14.2562 9.7070 10.5866
H: 13.8610 8.5354 7.2947
H: 14.0564 8.1487 9.1527
H: 16.1287 8.4568 6.9681
H: 16.3197 7.8272 8.6386

* charge: +3
* HOMO-LUMO gap: 4.712 eV
* E_HOMO: -13.6848 eV

These are the Mulliken partial charges, in e, on atoms 1 to 4: 1.0627 -0.6224 1.1914 -0.5886



A molecular structure, H15HfO8 at a distorted geometry. Source: OMol25; level of theory: ωB97M-V/def2-TZVPD.

Atoms and positions in Å:
Hf: -22.1339 12.2119 -13.9592
O: -21.9657 14.1677 -13.9434
H: -22.4273 15.0033 -14.1110
O: -19.9035 12.6962 -14.8604
H: -19.1742 12.2107 -14.4916
H: -19.5628 13.2039 -15.5909
O: -24.2188 12.7819 -14.3314
H: -25.0294 12.4358 -14.6855
H: -24.4121 13.7325 -14.3942
O: -22.2430 12.2357 -16.0546
H: -21.4971 12.1332 -16.6475
H: -23.0643 12.4012 -16.6258
O: -20.8597 12.0789 -12.3005
H: -20.9051 12.5994 -11.4851
H: -19.9360 11.7859 -12.2110
O: -21.2223 10.3628 -14.4943
H: -21.7268 9.5096 -14.5057
H: -20.3176 10.0507 -14.5202
O: -23.2216 10.7681 -12.9446
H: -22.9609 9.9749 -12.4458
H: -24.2373 10.6575 -12.8780
O: -23.2836 13.1981 -11.7590
H: -23.7677 13.9862 -11.5164
H: -23.4220 12.6990 -10.9803

* charge: +3
* HOMO-LUMO gap: 11.237 eV
* energy above the lowest of the compared OMol25 structures with the same formula, charge and spin: 17.66 kcal per mole
* E_HOMO: -22.1628 eV

These are the Mulliken partial charges, in e, on atoms 1 to 4: 2.1305 -0.6585 0.3038 -0.4918



2 unconnected molecules or ions with the total composition C4H15N2O2 at a distorted geometry. Source: OMol25; level of theory: ωB97M-V/def2-TZVPD.

Atoms and positions in Å:
C: 0.4687 0.7177 -1.7728
O: 1.7333 0.2948 -2.1959
C: 0.0557 -0.0415 -0.4689
C: -1.2612 0.5354 0.1305
C: -1.7027 -0.4584 1.2448
N: -0.5860 -1.2646 1.8663
N: 0.0597 -1.5516 -0.6420
H: -0.3321 0.5390 -2.5586
H: 0.4781 1.8221 -1.7374
H: 1.5316 -0.4867 -2.7425
H: 0.9455 0.2607 0.0671
H: -2.0274 0.4555 -0.6458
H: -1.0772 1.5735 0.5981
H: -2.1850 -1.3346 0.7667
H: -2.4407 0.0283 2.0499
H: -0.1917 -1.8297 0.9929
H: -0.7118 -1.8907 2.6576
H: 0.1406 -0.5685 2.1291
H: 0.8943 -1.9799 -1.1139
H: -0.7948 -1.7643 -1.1143
H: 2.6380 2.1339 0.1153
H: 2.2644 2.7550 1.4829
O: 2.1008 2.0549 0.8910

* charge: +1
* HOMO-LUMO gap: 10.665 eV
* energy above the lowest of the compared OMol25 structures with the same formula, charge and spin: 47.01 kcal per mole
* E_HOMO: -13.6558 eV

These are the Mulliken partial charges, in e, on atoms 1 to 4: -1.1432 -0.5064 0.2194 -0.4038



2 unconnected molecules or ions with the total composition C3H3N3O2 at a distorted geometry. Source: OMol25; level of theory: ωB97M-V/def2-TZVPD.

Atoms and positions in Å:
C: 0.4869 -0.2862 1.1621
C: 0.9415 -1.0029 0.0854
C: -0.2710 0.4787 -1.2872
H: -0.4414 -1.2481 2.9109
H: 1.5462 -1.9189 -0.2640
H: -1.0058 1.8525 -2.3568
N: -0.4332 1.0339 -2.3975
N: -1.2717 0.7584 -0.1064
N: -0.9046 0.3108 1.0231
O: 0.8254 -0.6477 2.4197
O: 0.5775 -0.4204 -1.1305

* charge: 0
* HOMO-LUMO gap: 7.905 eV
* energy above the lowest of the compared OMol25 structures with the same formula, charge and spin: 178.63 kcal per mole
* E_HOMO: -9.2164 eV

These are the Mulliken partial charges, in e, on atoms 1 to 4: 0.2209 -0.0159 0.6547 0.3907



The calculation returns the following E values, one per record and in order: -2563.7778, -2879.0439, -657.9974, -421.1185, -430.6363 Eh.
The calculation returns the following molecular weight values, one per record and in order: 835.87, 1000.52, 321.60, 123.18, 113.08 Da.